P.
Computed, not measured: 2 unconnected molecules or ions with the total composition C2H3ClO2S, with ωB97M-V/def2-TZVPD.

Structure (XYZ):
```
9
Properties=species:S:1:pos:R:3:lowdin_spin:R:1
C 0.76 0.55 -2.74 0.0153
C 0.36 1.10 1.61 0.7555
O 1.52 0.02 -2.00 0.0287
O -0.59 1.74 -0.75 0.4352
S -0.28 0.63 0.14 0.5548
Cl 1.05 2.72 1.74 0.1794
H 0.63 0.17 -3.73 0.0041
H 0.26 1.49 -2.46 0.0018
H 0.56 0.41 2.47 0.0253
```

LUMO energy (spin up / spin down) (hartree): 0.024 / -0.098
Net charge: 0
2S+1: 3
⟨S²⟩: 2.009

Q.
Computed, not measured: 2 unconnected molecules or ions with the total composition C2H3ClO2S, with ωB97M-V/def2-TZVPD.

Structure (XYZ):
```
9
Properties=species:S:1:pos:R:3:lowdin_spin:R:1
C -2.30 -1.12 0.57 0.4995
C -2.52 0.31 0.51 0.1049
O 1.13 1.23 -0.78 0.0015
O -3.01 1.00 1.36 0.1688
S -1.42 -1.99 -0.42 1.1272
Cl -2.08 0.93 -1.01 0.0567
H 0.68 1.92 -0.22 0.0000
H -2.61 -1.76 1.37 0.0414
H 1.56 1.66 -1.64 0.0000
```

LUMO energy (spin up / spin down) (hartree): 0.021 / -0.105
Net charge: 0
2S+1: 3
⟨S²⟩: 2.010

Which of them is the least stable? Correct choice: P.

P.
Computed, not measured: C2H5FN2 in the gas phase, with ωB97M-V/def2-TZVPD.

Structure (XYZ):
```
10
Properties=species:S:1:pos:R:3:nbo_charge:R:1
N -1.31 -0.86 0.13 -0.6829
N -1.13 0.43 -0.35 -0.2414
C -0.04 0.99 -0.21 0.0177
C 1.18 0.21 0.27 -0.0223
F 1.24 -0.96 -0.45 -0.3701
H -2.27 -0.94 0.11 0.3588
H -0.84 -1.65 -0.32 0.3779
H -0.02 2.09 -0.54 0.1948
H 2.15 0.69 0.04 0.1803
H 1.05 0.00 1.32 0.1872
```

LUMO energy (hartree): 0.042
Net charge: 0
Structure (SMILES): N/N=C\CF

Q.
Computed, not measured: C2H5FN2 in the gas phase, with ωB97M-V/def2-TZVPD.

Structure (XYZ):
```
10
Properties=species:S:1:pos:R:3:nbo_charge:R:1
N -0.87 0.11 1.96 -0.6264
N -0.32 0.27 0.75 -0.1917
C -0.28 -0.71 -0.09 -0.0657
C 0.44 -0.44 -1.33 0.0181
F 1.07 0.82 -1.26 -0.3574
H -1.59 -0.59 2.13 0.3476
H -0.94 0.93 2.47 0.3702
H -0.74 -1.77 0.05 0.1590
H -0.20 -0.54 -2.24 0.1716
H 1.32 -1.10 -1.48 0.1747
```

LUMO energy (hartree): 0.043
Net charge: 0
Structure (SMILES): N/N=C/CF

Which of them is the least stable? Correct choice: P.